ORCA calculation (ωB97M-V/def2-TZVPD) on a structure of composition C60H41Cl6N5O2SiW.

Geometry as XYZ:
```
116
C60H41Cl6N5O2SiW, DFT ωB97M-V/def2-TZVPD
W -0.036 0.204 0.146
Cl -6.774 0.842 6.757
C -5.523 0.709 5.557
C -4.896 -0.508 5.354
C -3.900 -0.608 4.391
C -3.519 0.498 3.633
C -4.168 1.710 3.858
C -5.169 1.822 4.814
C -2.466 0.378 2.581
C -1.196 -0.095 2.968
C -0.762 -0.451 4.291
C 0.547 -0.800 4.209
C 0.969 -0.598 2.850
C 2.304 -0.507 2.409
C 3.371 -0.797 3.416
C 3.528 0.005 4.545
C 4.553 -0.230 5.451
C 5.426 -1.282 5.227
Cl 6.710 -1.585 6.360
C 5.292 -2.094 4.112
C 4.268 -1.841 3.209
C 2.753 0.012 1.181
N 1.972 0.233 0.081
C 2.719 0.872 -0.878
C 2.296 1.086 -2.183
C 3.251 1.743 -3.130
C 4.188 1.013 -3.857
C 5.041 1.647 -4.753
C 4.955 3.021 -4.917
Cl 6.015 3.820 -6.042
C 4.036 3.768 -4.198
C 3.188 3.122 -3.309
C 1.047 0.674 -2.691
C 0.622 0.638 -4.067
C -0.665 0.211 -4.078
C -1.068 0.051 -2.704
N 0.016 0.264 -1.923
C -2.393 0.005 -2.231
C -2.833 0.312 -0.939
C -4.197 0.580 -0.561
C -4.214 0.798 0.772
C -2.860 0.613 1.257
N -2.062 0.368 0.183
C -3.448 -0.427 -3.203
C -4.057 0.445 -4.095
C -5.001 -0.015 -5.004
C -5.331 -1.358 -5.015
Cl -6.509 -1.939 -6.156
C -4.739 -2.249 -4.130
C -3.799 -1.779 -3.224
C 4.036 1.095 -0.340
C 4.067 0.543 0.898
N -0.135 -0.243 2.131
H -5.188 -1.372 5.939
H -3.427 -1.570 4.209
H -3.872 2.586 3.289
H -5.667 2.768 4.985
H -1.369 -0.427 5.184
H 1.180 -1.133 5.019
H 2.846 0.834 4.707
H 4.681 0.403 6.322
H 5.984 -2.913 3.952
H 4.155 -2.471 2.332
H 4.259 -0.062 -3.721
H 5.770 1.079 -5.320
H 3.985 4.842 -4.335
H 2.461 3.700 -2.743
H 1.230 0.919 -4.916
H -1.308 0.072 -4.938
H -5.037 0.613 -1.244
H -5.075 1.034 1.380
H -3.791 1.499 -4.082
H -5.478 0.663 -5.702
H -5.013 -3.297 -4.151
H -3.327 -2.464 -2.522
H 4.844 1.595 -0.860
H 4.908 0.520 1.579
Cl 1.172 7.842 -0.588
C 0.761 6.145 -0.515
C 0.022 5.578 -1.555
C -0.319 4.252 -1.522
Cl -1.215 3.558 -2.831
C 0.052 3.412 -0.432
O -0.300 2.196 -0.418
C 0.810 4.021 0.588
C 1.211 3.225 1.733
O 0.942 2.072 1.878
C 1.154 5.375 0.542
H -0.283 6.191 -2.396
H 1.809 3.734 2.515
H 1.732 5.812 1.352
C 2.034 -3.959 0.123
Si 1.303 -2.675 -1.038
C 0.637 -3.236 -2.696
C 2.858 -1.836 -1.632
N -0.040 -1.885 -0.165
C -1.070 -2.827 0.214
C -2.205 -2.456 0.953
C -3.226 -3.337 1.288
C -3.170 -4.674 0.927
C -2.048 -5.096 0.235
C -1.034 -4.211 -0.109
H 3.024 -3.611 0.442
H 2.174 -4.937 -0.359
H 1.414 -4.108 1.010
H 1.354 -3.884 -3.220
H 0.509 -2.329 -3.303
H -0.327 -3.748 -2.661
H 3.406 -2.671 -2.096
H 3.496 -1.402 -0.851
H 2.667 -1.089 -2.410
H -2.308 -1.454 1.289
H -4.078 -2.954 1.844
H -3.967 -5.365 1.184
H -1.943 -6.139 -0.051
H -0.207 -4.642 -0.644
```

- Highest occupied orbital energy (alpha / beta): -7.096 / -7.444 eV
- Largest force on an atom: 2.01 eV/Å
- Multiplicity: 3
- Energy above the lowest of the compared OMol25 structures with the same formula, charge and spin: 0.00 kJ/mol
- Electronic energy: -5853.1832 hartree

Here are the Löwdin charges for atoms 1 to 2, given in e: atom 1 (W): 1.82, atom 2 (Cl): 0.66